No. 1
{"formula": "C7H6INO", "method": "ωB97M-V/def2-TZVPD", "fmax_ev_per_a": 5.17, "homo_ev": -9.067, "smiles": "CC1=C2C(=O)N(I)[C@@H]2C=C1", "charge": 0, "total_energy_ev": -18990.101, "e_above_lowest_kcal_mol": 47.4, "gap_ha": 0.275, "species": ["C", "C", "C", "C", "O", "N", "I", "C", "C", "C", "H", "H", "H", "H", "H", "H"], "positions_angstrom": [[1.979, -1.226, -0.396], [0.885, -0.279, -0.074], [-0.192, -0.636, 0.714], [-1.417, -1.257, 0.106], [-1.607, -2.357, -0.317], [-1.975, 0.061, -0.091], [-4.141, 0.563, -0.252], [-1.178, 0.879, 0.753], [-0.146, 1.813, 0.185], [0.942, 1.133, -0.287], [1.708, -2.337, -0.330], [2.822, -0.855, 0.291], [2.340, -1.046, -1.433], [-1.546, 1.157, 1.676], [-0.348, 2.842, 0.096], [1.873, 1.544, -0.640]], "atomic_forces_ev_per_a": [[0.947, -0.298, -0.855], [-0.932, -1.287, 1.996], [-1.887, 3.526, -0.521], [0.971, 0.204, -0.443], [-1.016, 0.517, 0.186], [-2.586, -0.919, -0.603], [1.968, -0.669, 0.083], [4.123, -2.806, -1.344], [-0.047, -2.229, -1.176], [-0.092, 1.272, 0.984], [0.458, 1.778, 0.395], [-0.955, -1.172, -0.840], [-0.076, -0.118, 0.557], [-1.041, 0.495, 1.946], [0.261, 1.216, 0.132], [-0.095, 0.492, -0.497]]}

---

No. 2
{"formula": "C7H6N2O", "method": "ωB97M-V/def2-TZVPD", "fmax_ev_per_a": 4.73, "homo_ev": -8.175, "smiles": "c1cc2cncn2o1.C#C", "charge": 0, "total_energy_ev": -12378.284, "e_above_lowest_kcal_mol": 117.0, "gap_ha": 0.332, "species": ["C", "C", "C", "C", "N", "C", "N", "O", "H", "H", "H", "H", "C", "C", "H", "H"], "positions_angstrom": [[-0.478, -1.226, 1.892], [-0.189, -1.054, 0.581], [0.544, 0.161, 0.508], [1.088, 1.109, -0.311], [1.629, 2.052, 0.540], [1.346, 1.748, 1.758], [0.745, 0.560, 1.822], [0.076, -0.220, 2.717], [-0.912, -1.983, 2.569], [-0.510, -1.754, -0.192], [1.038, 1.113, -1.327], [1.607, 2.473, 2.552], [-1.095, -0.902, -3.732], [-1.894, -0.585, -2.820], [-0.206, -0.940, -4.329], [-2.790, -0.549, -2.226]], "atomic_forces_ev_per_a": [[0.434, -0.122, 1.078], [-1.164, -1.221, 1.008], [-0.014, -0.497, -0.183], [0.144, -0.409, 3.903], [-0.034, 0.879, -2.375], [1.064, 2.042, 2.205], [-0.628, -0.520, -1.708], [-0.147, -0.294, -0.411], [0.087, 0.388, -1.073], [0.261, 0.546, 0.197], [0.321, 0.385, -2.539], [-0.345, -1.183, -0.139], [-2.315, 1.710, 3.754], [2.228, -1.726, -3.635], [-0.308, -0.195, -0.087], [0.415, 0.216, 0.005]]}

---

No. 3
{"formula": "C7H6N2O2", "method": "ωB97M-V/def2-TZVPD", "fmax_ev_per_a": 2.52, "homo_ev": -8.889, "smiles": "Cc1cc(O)oc2nncc1-2", "charge": 0, "total_energy_ev": -14429.464, "e_above_lowest_kcal_mol": 61.5, "gap_ha": 0.309, "species": ["C", "C", "C", "C", "O", "O", "C", "N", "N", "C", "C", "H", "H", "H", "H", "H", "H"], "positions_angstrom": [[0.268, 2.168, -0.083], [-0.056, 0.712, 0.017], [-1.377, 0.242, 0.015], [-1.712, -1.083, 0.022], [-2.922, -1.621, -0.016], [-0.801, -2.019, 0.011], [0.521, -1.664, 0.011], [1.530, -2.454, -0.118], [2.682, -1.696, -0.021], [2.336, -0.412, 0.096], [0.932, -0.302, 0.069], [-0.511, 2.772, -0.520], [1.180, 2.271, -0.683], [0.543, 2.687, 0.850], [-2.191, 0.966, 0.089], [-3.576, -0.930, 0.075], [3.154, 0.363, 0.188]], "atomic_forces_ev_per_a": [[0.997, 0.345, 0.117], [1.407, -1.422, 0.422], [-1.240, 1.081, 0.292], [0.850, -0.014, -0.181], [0.199, -0.124, 0.163], [0.452, -0.966, -0.212], [0.477, 0.873, -0.342], [-0.259, -1.292, 0.371], [-0.750, 1.246, 0.070], [1.966, -0.099, -0.273], [-1.639, 1.893, 0.283], [-0.387, -0.061, -0.282], [-0.262, 0.010, -0.110], [-0.267, -0.657, 0.103], [0.155, -0.179, -0.250], [-0.397, 0.312, -0.010], [-1.303, -0.948, -0.160]]}

---

What did the second record say?
{"formula": "C7H6N2O", "method": "ωB97M-V/def2-TZVPD", "fmax_ev_per_a": 4.73, "homo_ev": -8.175, "smiles": "c1cc2cncn2o1.C#C", "charge": 0, "total_energy_ev": -12378.284, "e_above_lowest_kcal_mol": 117.0, "gap_ha": 0.332, "species": ["C", "C", "C", "C", "N", "C", "N", "O", "H", "H", "H", "H", "C", "C", "H", "H"], "positions_angstrom": [[-0.478, -1.226, 1.892], [-0.189, -1.054, 0.581], [0.544, 0.161, 0.508], [1.088, 1.109, -0.311], [1.629, 2.052, 0.540], [1.346, 1.748, 1.758], [0.745, 0.560, 1.822], [0.076, -0.220, 2.717], [-0.912, -1.983, 2.569], [-0.510, -1.754, -0.192], [1.038, 1.113, -1.327], [1.607, 2.473, 2.552], [-1.095, -0.902, -3.732], [-1.894, -0.585, -2.820], [-0.206, -0.940, -4.329], [-2.790, -0.549, -2.226]], "atomic_forces_ev_per_a": [[0.434, -0.122, 1.078], [-1.164, -1.221, 1.008], [-0.014, -0.497, -0.183], [0.144, -0.409, 3.903], [-0.034, 0.879, -2.375], [1.064, 2.042, 2.205], [-0.628, -0.520, -1.708], [-0.147, -0.294, -0.411], [0.087, 0.388, -1.073], [0.261, 0.546, 0.197], [0.321, 0.385, -2.539], [-0.345, -1.183, -0.139], [-2.315, 1.710, 3.754], [2.228, -1.726, -3.635], [-0.308, -0.195, -0.087], [0.415, 0.216, 0.005]]}